Formula: C17H22N2O4RhSe2
Source: the Open Molecules 2025 dataset
Level of theory: ωB97M-V/def2-TZVPD

Output
**DFT total energy**: -162859.2923 eV
**E_LUMO**: 2.7 eV
**Net charge**: -1
**ΔE to the lowest compared entry with this formula, charge and spin**: 44.2 kJ/mol
**Highest occupied orbital energy**: -3.592 eV

Atoms and positions in Å:
Rh (1.42193, -0.66680, -0.14621)
C (5.08481, 1.09968, 1.02312)
C (3.79687, 0.32105, 1.17471)
O (3.40878, -0.29768, 0.11946)
C (3.18173, 0.27870, 2.41776)
C (1.95603, -0.38053, 2.73483)
C (1.49442, -0.41379, 4.16394)
N (1.21561, -0.91750, 1.80849)
N (-0.00524, -1.48116, 2.17908)
C (-0.73944, -1.69141, 1.12517)
O (-0.39046, -1.47360, -0.11033)
C (-2.10588, -2.24972, 1.32749)
C (-2.83810, -2.68301, 0.22725)
C (-4.11542, -3.19831, 0.39634)
C (-4.67373, -3.28003, 1.66369)
C (-3.94609, -2.84440, 2.76478)
C (-2.66969, -2.33239, 2.59835)
H (5.30997, 1.20491, -0.03556)
H (5.91421, 0.58395, 1.51232)
H (4.98952, 2.08709, 1.47527)
H (3.66605, 0.80590, 3.22902)
H (2.20992, 0.09675, 4.80544)
H (1.36753, -1.44239, 4.50242)
H (0.51687, 0.06279, 4.24365)
H (-2.39159, -2.60335, -0.75452)
H (-4.67747, -3.53371, -0.46663)
H (-5.67285, -3.67768, 1.79434)
H (-4.37884, -2.89983, 3.75629)
H (-2.08930, -1.98978, 3.44393)
O (-2.47785, 1.33909, -3.60871)
C (-1.37381, 2.23858, -3.66732)
C (-0.21243, 1.73332, -2.79342)
C (0.80225, 2.89680, -2.88585)
O (2.13484, 2.66238, -2.52521)
C (0.24311, 0.38750, -3.37307)
Se (1.76467, -0.54454, -2.55386)
C (-0.77573, 1.55979, -1.37650)
Se (0.46549, 1.46405, 0.12378)
H (-3.14776, 1.64622, -4.22365)
H (-1.68315, 3.22975, -3.30711)
H (-1.02103, 2.34221, -4.70088)
H (0.37361, 3.72757, -2.29892)
H (0.84806, 3.23547, -3.92681)
H (2.13450, 2.27423, -1.63564)
H (0.50634, 0.51636, -4.42668)
H (-0.61219, -0.28523, -3.33559)
H (-1.40263, 0.67151, -1.32517)
H (-1.40644, 2.42115, -1.13327)

Cartesian forces, eV/Å:
Rh 0.607 -0.642 -0.124
C 0.061 -0.078 0.034
C 0.011 -0.437 0.181
O -0.153 0.859 -0.176
C -0.187 0.089 -0.107
C 0.200 -0.020 -0.023
C -0.004 -0.038 -0.009
N -0.384 -0.104 0.350
N 0.024 0.095 -0.037
C 0.030 -0.032 -0.070
O -0.382 -0.035 0.198
C 0.013 0.022 0.031
C -0.007 0.020 -0.005
C -0.006 -0.002 -0.002
C -0.002 0.000 0.002
C -0.004 0.000 -0.008
C 0.008 -0.035 0.011
H -0.002 0.011 -0.002
H -0.005 -0.011 -0.009
H 0.005 0.001 0.010
H 0.006 0.022 -0.017
H 0.000 -0.004 0.009
H 0.003 -0.005 -0.009
H 0.001 0.010 0.004
H 0.004 0.005 0.000
H -0.003 -0.001 -0.002
H -0.003 -0.003 0.001
H -0.002 -0.004 0.004
H 0.001 0.009 -0.001
O -0.009 -0.002 0.008
C -0.046 -0.073 0.015
C -0.059 0.034 0.038
C -0.108 0.024 -0.038
O 0.026 0.056 0.112
C -0.014 -0.074 0.048
Se 0.105 0.070 -0.175
C -0.035 -0.008 -0.033
Se 0.217 0.335 -0.091
H -0.016 0.009 0.003
H 0.027 0.016 -0.027
H -0.005 -0.037 -0.005
H 0.036 0.001 0.010
H -0.036 -0.010 -0.010
H 0.001 -0.111 -0.068
H 0.077 0.026 0.023
H -0.014 0.029 -0.039
H 0.000 0.015 -0.026
H 0.021 0.007 0.022

Here are the Mulliken charges for atoms 1 to 8, given in e: Rh 0.4079; C -1.3919; C 0.9829; O -0.7734; C -1.1575; C 1.2349; C -1.3058; N 0.3755

***

Formula: C17H22N2O6
Source: the Open Molecules 2025 dataset
Level of theory: ωB97M-V/def2-TZVPD

Output
**DFT total energy**: -33235.3832 eV
**E_LUMO**: 0.5 eV
**ΔE to the lowest compared entry with this formula, charge and spin**: 1602.5 kJ/mol
**Highest occupied orbital energy**: -8.838 eV

Atoms and positions in Å:
C (-2.63932, -4.00629, 0.61520)
C (-2.15964, -3.04468, -0.58361)
H (-1.06666, -2.89894, -0.72136)
H (-2.71276, -3.35876, -1.55609)
O (-2.77848, -1.89969, -0.48557)
C (-2.12785, -1.06193, 0.56501)
O (-1.22101, -1.52252, 1.31968)
N (-2.57571, 0.30609, 0.51512)
C (-3.50601, 0.91215, -0.41115)
H (-3.89645, 0.04838, -0.89282)
C (-2.76028, 2.03676, -1.25020)
H (-3.50641, 2.68501, -1.73859)
H (-2.30062, 1.09524, -2.23259)
C (-1.51197, 2.63182, -0.52464)
N (-0.24844, 1.89620, -0.90702)
C (-0.04593, 0.58654, -0.97366)
O (-0.70736, -0.35732, -1.50757)
C (1.46475, 0.30371, -0.75807)
C (1.93106, -0.70256, 0.02958)
C (2.75684, -1.76012, -0.37107)
O (3.37711, -1.66865, -1.58915)
O (2.77044, -2.80188, 0.43348)
H (3.51145, -3.41336, -0.05303)
H (0.86357, -1.26391, 0.63206)
C (2.45558, 0.15617, 1.05896)
C (3.84313, 0.60608, 0.79517)
C (3.42516, 1.42192, 0.02937)
H (4.05763, 2.42656, -0.58956)
C (1.82795, 1.54377, 0.14219)
C (0.98473, 2.62622, -0.32518)
H (0.75351, 3.46436, 0.37191)
H (1.30858, 3.20061, -1.38132)
O (1.64561, 1.15325, 1.36695)
H (4.70978, 0.06594, 1.00790)
H (2.43592, -0.62077, 2.24568)
H (2.09395, 0.48309, -1.74193)
C (-1.81378, 2.61964, 0.77129)
H (-2.80377, 3.13258, 1.33555)
C (-1.89373, 1.24886, 1.54931)
H (-0.97562, 0.96153, 1.79251)
H (-2.31155, 1.14137, 2.66194)
H (-1.23101, 3.26951, 1.71700)
H (-1.53607, 3.52077, -0.93022)
H (-4.26957, 1.29537, 0.26691)
H (-2.32241, -3.63956, 1.38819)
H (-3.61275, -4.08433, 0.65641)
H (-2.26894, -5.11497, 0.31454)

Cartesian forces, eV/Å:
C 3.186 -5.198 -10.905
C -0.703 -5.370 -1.578
H -0.588 -0.643 0.164
H 1.735 -0.687 1.176
O -0.380 7.714 4.204
C 0.392 0.543 -0.713
O -3.342 1.859 -2.444
N 3.103 -2.650 3.198
C 0.932 0.802 1.597
H -0.550 -0.067 -1.293
C 0.291 -5.985 -3.321
H 0.778 0.161 0.413
H -1.145 3.529 2.661
C -0.508 -5.152 -6.233
N -0.697 2.964 2.915
C 0.727 -4.858 -3.661
O 0.771 2.823 1.730
C -1.291 6.321 -5.706
C -5.635 -4.675 4.834
C 3.512 -0.700 -8.033
O -2.780 -1.302 7.011
O 3.464 -1.918 -2.339
H -2.474 1.633 1.728
H 3.034 1.339 -1.940
C 3.437 -9.772 13.044
C 1.015 -6.171 4.609
C -0.463 14.611 -8.949
H -1.847 -3.397 1.446
C 2.680 2.754 -6.251
C -1.167 2.859 -4.674
H -0.114 -1.050 -0.219
H 0.132 -1.463 3.034
O -2.165 0.267 3.193
H 1.173 -0.316 0.400
H 0.384 1.978 -3.097
H -1.736 -0.677 1.444
C -2.977 2.128 15.911
H 1.635 -0.834 -3.213
C -4.318 -0.307 -1.680
H 4.186 -1.865 -0.018
H -0.287 1.022 -2.504
H -0.158 -1.349 -3.205
H 1.018 4.929 -1.946
H -0.475 0.488 -0.436
H 3.939 3.278 8.648
H -5.262 -0.079 -0.238
H -0.464 2.482 1.236

Here are the Mulliken charges for atoms 1 to 8, given in e: C -1.4194; C -0.0701; H 0.1950; H 0.2629; O -0.3088; C 0.6399; O -0.7331; N 0.2381

***

Formula: C17H22N4O3
Source: the Open Molecules 2025 dataset
Level of theory: ωB97M-V/def2-TZVPD

Output
**DFT total energy**: -30087.2717 eV
**E_LUMO**: -0.2 eV
**ΔE to the lowest compared entry with this formula, charge and spin**: 327.2 kJ/mol
**Highest occupied orbital energy**: -8.993 eV

Atoms and positions in Å:
C (2.11241, 2.55492, -0.83542)
C (2.47415, 1.15735, -0.51412)
N (1.64431, 0.15449, -0.69795)
N (2.27034, -0.96857, -0.30955)
C (1.57624, -2.22896, -0.37046)
C (0.77221, -2.50721, 0.90510)
C (-0.31487, -1.46253, 1.17269)
C (-1.39801, -1.48405, 0.09759)
O (-2.40082, -2.16020, 0.19740)
N (-1.10561, -0.73101, -0.98240)
C (-2.07047, -0.46973, -2.02104)
C (-2.61450, 0.96542, -1.91748)
C (-3.22694, 1.16796, -0.56134)
C (-2.46672, 1.66386, 0.48932)
C (-3.00580, 1.77375, 1.75878)
C (-4.31346, 1.38677, 1.99255)
C (-5.07969, 0.89343, 0.95046)
C (-4.53824, 0.78286, -0.31677)
C (3.51062, -0.72938, 0.13699)
C (4.42326, -1.79002, 0.61958)
C (3.69326, 0.65485, 0.01858)
N (4.83261, 1.40735, 0.34512)
O (4.78229, 2.61094, 0.17256)
O (5.80809, 0.82012, 0.78189)
H (2.16363, 3.17067, 0.06122)
H (2.82268, 2.97105, -1.54760)
H (1.10941, 2.59007, -1.25132)
H (2.31010, -3.02227, -0.52695)
H (0.90168, -2.19037, -1.22776)
H (1.45030, -2.54111, 1.76099)
H (0.30580, -3.48792, 0.80339)
H (-0.79703, -1.69668, 2.12210)
H (0.12300, -0.46624, 1.23937)
H (-0.26500, -0.15949, -0.96877)
H (-2.88336, -1.18724, -1.88681)
H (-1.60549, -0.62454, -3.00024)
H (-3.35695, 1.11663, -2.70210)
H (-1.79468, 1.67050, -2.07270)
H (-1.44393, 1.96892, 0.31309)
H (-2.40231, 2.15926, 2.56809)
H (-4.73393, 1.46791, 2.98405)
H (-6.10028, 0.58769, 1.12771)
H (-5.13652, 0.38871, -1.12570)
H (5.35808, -1.34285, 0.94554)
H (4.63311, -2.50196, -0.17899)
H (3.97702, -2.33317, 1.45133)

Cartesian forces, eV/Å:
C -0.072 0.132 -0.052
C 0.515 -0.207 0.225
N -0.345 0.614 -0.311
N 0.831 0.320 0.136
C -0.327 -0.604 0.230
C 0.018 0.170 -0.178
C -0.184 -0.164 0.052
C 0.432 0.113 0.308
O -0.331 -0.287 0.131
N 0.023 0.287 -0.403
C -0.127 -0.001 -0.177
C 0.012 -0.306 0.114
C 0.006 0.159 -0.134
C -0.040 0.043 -0.020
C 0.060 0.019 0.121
C -0.045 0.000 0.106
C -0.091 -0.036 0.026
C 0.039 0.049 0.005
C 0.305 0.455 0.049
C 0.135 -0.154 0.063
C -1.346 -0.904 -0.362
N 0.477 0.172 0.154
O -0.003 0.204 -0.022
O 0.238 -0.004 0.087
H -0.023 0.059 -0.024
H -0.036 0.061 -0.013
H -0.079 0.008 -0.029
H -0.043 0.107 -0.063
H 0.201 -0.026 0.018
H 0.014 -0.067 -0.009
H 0.033 -0.066 0.035
H -0.030 0.066 -0.061
H 0.006 0.020 0.060
H -0.070 -0.153 0.101
H 0.093 0.059 -0.116
H -0.102 -0.035 0.039
H 0.026 0.067 -0.051
H -0.029 0.052 -0.052
H 0.102 0.035 -0.042
H 0.041 0.038 0.064
H -0.036 0.011 0.074
H -0.083 -0.023 0.015
H -0.067 -0.052 -0.097
H -0.100 -0.092 -0.024
H 0.018 -0.066 -0.016
H -0.014 -0.070 0.043

Here are the Mulliken charges for atoms 1 to 8, given in e: C -1.1309; C 0.3900; N -0.6440; N 0.5040; C -1.2192; C -0.5518; C -0.7457; C 0.6234

***

Formula: C17H22O4
Source: the Open Molecules 2025 dataset
Level of theory: ωB97M-V/def2-TZVPD

Output
**DFT total energy**: -26174.8394 eV
**E_LUMO**: 0.7 eV
**ΔE to the lowest compared entry with this formula, charge and spin**: 128.1 kJ/mol
**Highest occupied orbital energy**: -8.966 eV

Atoms and positions in Å:
C (-3.77590, -1.14871, 0.86084)
C (-2.47495, -1.86375, 0.59142)
O (-1.40504, -0.90415, 0.55833)
C (-0.15059, -1.44781, 0.61082)
O (0.05610, -2.64995, 0.41612)
C (0.83926, -0.27221, 0.67257)
C (0.95463, -0.11161, -0.88913)
O (1.91465, 0.79945, -1.26149)
C (3.03644, 0.40383, -2.07479)
C (-0.38995, 0.23891, -1.56816)
C (-1.21855, -0.78746, -2.00900)
C (-2.45253, -0.49697, -2.56685)
C (-2.79813, 0.84929, -2.78078)
C (-1.89431, 1.86929, -2.46368)
C (-0.68250, 1.57740, -1.80635)
C (0.23227, 0.77214, 1.64650)
C (1.26214, 1.69206, 2.36050)
C (2.40012, 0.88504, 2.99143)
C (3.10235, -0.03992, 2.02487)
C (2.23011, -0.82412, 1.04821)
O (2.74002, -1.73339, 0.40930)
H (-4.56410, -1.89689, 0.73785)
H (-3.81594, -0.78710, 1.88945)
H (-3.96111, -0.31154, 0.16541)
H (-2.23881, -2.53991, 1.41089)
H (-2.49957, -2.40539, -0.36133)
H (1.25697, -1.16379, -1.12685)
H (3.60862, 1.33876, -2.19319)
H (3.67505, -0.32571, -1.54945)
H (2.72936, 0.03303, -3.06361)
H (-0.84763, -1.81738, -1.91373)
H (-3.12821, -1.30391, -2.83258)
H (-3.75519, 1.06953, -3.28887)
H (-2.12178, 2.90894, -2.72897)
H (0.04111, 2.36501, -1.48208)
H (-0.47308, 1.40844, 1.06079)
H (-0.38358, 0.29610, 2.45519)
H (0.75551, 2.23431, 3.18104)
H (1.60904, 2.45895, 1.64035)
H (1.95706, 0.28159, 3.78960)
H (3.12456, 1.56059, 3.45206)
H (3.70721, -0.77176, 2.58325)
H (3.79886, 0.56077, 1.40404)

Cartesian forces, eV/Å:
C -0.141 0.056 -0.211
C 0.117 0.153 0.013
O 0.618 -0.913 1.175
C -0.937 -1.909 -0.620
O -0.358 2.754 0.892
C -0.339 -1.752 0.631
C -0.867 -0.863 -0.654
O 1.290 1.011 -0.026
C -0.148 0.359 0.519
C 1.411 0.165 -0.143
C 0.157 -0.076 -0.442
C 0.188 0.517 0.057
C -0.079 -0.150 -0.408
C 0.076 0.180 0.216
C -0.395 0.112 -0.051
C -0.081 1.225 0.079
C -0.266 0.055 -0.396
C -0.595 0.204 0.065
C 0.306 -0.185 -0.032
C 1.227 0.079 -0.723
O -0.704 0.794 0.906
H -0.109 0.199 0.023
H 0.010 0.108 -0.089
H 0.157 -0.393 0.247
H -0.146 -0.355 -0.188
H 0.049 0.000 0.271
H -0.180 0.893 -0.422
H -0.200 -0.455 -0.114
H -0.355 0.077 -0.241
H -0.028 0.009 0.307
H -0.397 0.394 0.040
H 0.034 0.151 -0.127
H 0.664 0.017 0.426
H -0.026 -0.456 0.195
H -0.813 -0.754 -0.468
H 0.387 -0.470 0.498
H 0.593 0.039 -0.909
H 0.062 -0.151 -0.495
H 0.155 -0.400 0.338
H 0.046 0.050 0.115
H -0.025 -0.098 0.053
H -0.050 0.200 -0.357
H -0.310 -0.422 0.047

Here are the Mulliken charges for atoms 1 to 8, given in e: C -1.2824; C -0.2778; O -0.1640; C -0.4669; O -0.6225; C 2.6684; C -1.0889; O -0.3633